This record from the Open Molecules 2025 dataset describes a molecular structure, C38H48N2OS3Sb2SiW in a non-equilibrium geometry. The level of theory is ωB97M-V/def2-TZVPD.

Cartesian coordinates (Å):
W 0.77040 -0.14562 -0.39209
Sb 1.11570 -0.95196 2.22018
Sb -0.24876 -2.64696 -0.45914
S -1.25033 0.67513 0.65262
S -2.78474 5.47810 -2.13772
S -1.14346 3.43142 -0.73032
Si 1.31913 -0.62905 -2.89300
O 2.77231 -0.61321 -0.43409
N -3.29438 2.19280 -0.11913
N -3.67645 3.32630 -0.72071
C 3.74252 -0.05746 0.13948
C -2.49238 0.93895 -3.74800
C -7.79854 3.85002 -1.21373
C -0.43496 -3.35914 3.28907
C 2.68088 4.54628 3.37796
C -0.52951 -5.56410 2.32485
C -1.40042 0.36153 -3.11364
C -2.37998 1.34480 -5.06941
C -1.72643 -2.90474 -1.98297
C 2.53199 -2.56415 2.23770
C 3.56918 1.13947 0.90051
C -7.23902 2.57580 -1.21904
C -1.17578 1.17681 -5.73819
C 4.39362 1.44517 2.00656
C 0.38912 -5.27128 4.51967
C 2.97571 3.36586 2.50754
C 2.49130 2.00831 0.55690
C -2.67813 4.13183 -1.19981
C 1.49835 -2.38824 -3.59368
C -5.63117 4.81705 -0.82566
C 0.14496 -3.91075 4.42992
C -5.07327 3.53931 -0.87302
C -2.00575 2.06615 -0.04579
C 0.06198 -6.10034 3.45757
C -6.99421 4.96245 -1.00915
C -0.79454 -4.19890 2.22754
C 2.18791 3.07196 1.40036
C 2.90223 0.21565 -3.53007
C 1.12503 -4.25932 -0.76782
C 4.08927 2.56115 2.76505
C -0.60762 -1.88211 3.19065
C 1.64419 0.19084 3.95279
C 5.57278 0.60098 2.40819
C -0.17188 0.20043 -3.75611
C -5.88123 2.41296 -1.04400
C -1.49432 -3.65654 1.02450
C 1.99862 2.06530 -0.87408
C -0.08369 0.62345 -5.08538
H 2.94261 -2.69766 1.23885
H -0.81599 -6.21431 1.50589
H -0.64313 -1.42494 4.17818
H 1.04531 1.49970 -1.13613
H 2.02755 -3.47715 2.55193
H 4.73081 2.80479 3.60459
H 0.39562 -3.25953 5.26022
H 4.70015 -0.57130 0.09601
H 2.11898 -3.88501 -0.99933
H 3.33774 -2.35064 2.93932
H 0.76014 -3.10793 -3.24410
H -7.86715 1.70751 -1.36191
H 2.77486 1.75073 -1.56616
H 2.77237 1.27889 -3.74238
H 0.72422 0.51975 4.43190
H -1.49726 -1.58290 2.63962
H -3.22999 1.77710 -5.58146
H -1.08886 1.46526 -6.77790
H 1.73479 3.08953 -1.12197
H -3.43567 1.04312 -3.22403
H 3.20051 -0.26314 -4.46497
H 2.24228 4.22502 4.32569
H -1.84726 -3.97303 -2.16005
H -1.92054 -4.46705 0.43310
H -1.45985 -2.40547 -2.91062
H -8.86339 3.97767 -1.35289
H 3.59589 5.08893 3.61414
H -2.29651 -2.96842 1.29139
H 0.76631 -4.86856 -1.59558
H 2.49322 -2.78597 -3.38314
H 0.25399 -7.16333 3.51419
H -5.02938 5.68489 -0.60804
H -2.66771 -2.49923 -1.61252
H 1.39624 -2.32337 -4.68002
H 2.18539 -0.47692 4.62258
H 0.82954 -5.68534 5.41696
H 6.49026 1.03758 2.00737
H 5.67026 0.58953 3.49233
H 3.74211 0.09930 -2.84077
H 1.98520 5.23236 2.89850
H -5.43832 1.42768 -1.04332
H 1.15550 -4.86643 0.13609
H 1.38167 3.74245 1.13035
H 0.85272 0.52298 -5.62342
H -1.53077 -0.03235 -2.11350
H 2.25825 1.04860 3.71430
H 5.50839 -0.42804 2.06194
H -7.42736 5.95223 -0.97507

Energy relative to the best compared isomer or geometry (same formula, charge and spin) ... 47.1 kcal/mol
<S²> ... 2.056
Largest force on an atom ... 1.50 eV/Å
Highest occupied orbital energy (spin up / spin down) ... -12.3923 / -12.1500 eV
2S+1 ... 3
LUMO energy (spin up / spin down) ... -5.924 / -8.566 eV
HOMO-LUMO gap (spin up / spin down) ... 6.5 / 3.6 eV
Molecular weight ... 1100.46 g/mol
Charge ... +2